1:
This record from the Open Molecules 2025 dataset describes 10 unconnected molecules or ions with the total composition C50H50N10. The level of theory is wB97M-V/def2-TZVPD.

The geometry in ORCA input format:
```
! wB97M-V def2-TZVPD RIJCOSX def2/J DEFGRID3
* xyz 0 1
N -1.52098 3.19639 1.99666
C -2.00906 4.22199 2.69240
C -2.46823 5.39400 2.11365
C -2.32766 5.56406 0.74706
C -1.78469 4.50716 0.01283
C -1.43217 3.35804 0.67998
H -2.10778 4.11994 3.76848
H -2.88016 6.18975 2.72099
H -2.55594 6.47610 0.21154
H -1.52853 4.70526 -1.02022
H -0.97773 2.53022 0.14296
N -3.23603 -7.23543 0.18114
C -2.79086 -6.11295 0.73231
C -2.15638 -5.09295 0.02405
C -1.92633 -5.29570 -1.33143
C -2.40758 -6.45553 -1.91829
C -3.06611 -7.38917 -1.13096
H -3.04744 -5.97771 1.77820
H -1.84026 -4.19283 0.53468
H -1.28264 -4.60800 -1.86741
H -2.29613 -6.61065 -2.98417
H -3.52635 -8.24589 -1.60968
N -3.14934 -3.40026 4.45617
C -2.68029 -2.22017 4.06061
C -3.17081 -1.54305 2.96157
C -4.16155 -2.13688 2.19749
C -4.58649 -3.40023 2.55604
C -4.11304 -3.96076 3.72936
H -1.90342 -1.82210 4.70200
H -2.80335 -0.55707 2.70049
H -4.52290 -1.60261 1.32588
H -5.35052 -3.93310 2.00185
H -4.46626 -4.91369 4.10849
N -0.70057 1.30243 5.13905
C -0.15955 0.79806 4.02114
C 0.83646 -0.15983 4.05904
C 1.31768 -0.57975 5.28558
C 0.77899 -0.05222 6.44319
C -0.26070 0.87286 6.31259
H -0.57036 1.22183 3.11046
H 1.21007 -0.62977 3.15672
H 2.07105 -1.35470 5.36439
H 1.14230 -0.34883 7.41733
H -0.61475 1.39159 7.19905
N 5.12293 0.17380 -0.08188
C 4.44305 0.37594 1.04185
C 4.56753 -0.44489 2.15659
C 5.48941 -1.47040 2.11188
C 6.27250 -1.63796 0.98133
C 6.02240 -0.80148 -0.09661
H 3.84236 1.27089 1.11611
H 4.00268 -0.23544 3.05560
H 5.58515 -2.15001 2.95184
H 7.02651 -2.40804 0.91056
H 6.66776 -0.86700 -0.96858
N 4.25117 -2.38026 -3.45127
C 3.58624 -3.00706 -4.40569
C 2.89138 -2.35730 -5.42240
C 2.93975 -0.97398 -5.46665
C 3.56841 -0.31252 -4.43480
C 4.23593 -1.05538 -3.47107
H 3.53768 -4.09159 -4.36627
H 2.41799 -2.95920 -6.18664
H 2.46783 -0.42783 -6.27621
H 3.55973 0.76698 -4.34931
H 4.80560 -0.55124 -2.69697
N 0.85936 0.61183 0.37489
C 1.40410 1.03086 -0.75980
C 1.26968 0.32107 -1.94696
C 0.67558 -0.92845 -1.92782
C 0.07973 -1.35607 -0.75039
C 0.17245 -0.52121 0.36291
H 2.11605 1.85082 -0.73648
H 1.63271 0.68924 -2.89657
H 0.68423 -1.55624 -2.81160
H -0.54075 -2.24137 -0.69838
H -0.29488 -0.82205 1.29664
N -4.71023 -0.08146 -0.67451
C -3.49323 -0.22984 -1.20598
C -2.78652 0.78179 -1.83139
C -3.40971 2.02474 -1.89395
C -4.69606 2.17827 -1.43127
C -5.28187 1.10825 -0.75536
H -3.11996 -1.24763 -1.12888
H -1.84806 0.54819 -2.31483
H -2.81848 2.83418 -2.30869
H -5.14241 3.16467 -1.42569
H -6.26008 1.22148 -0.30079
N -0.02305 1.01788 -6.83240
C 0.08096 1.63489 -5.65893
C -0.97253 2.24053 -4.98592
C -2.20449 2.25334 -5.61132
C -2.34242 1.62083 -6.84332
C -1.22587 1.02608 -7.39617
H 1.09178 1.78095 -5.28102
H -0.85997 2.79807 -4.06581
H -3.04443 2.73360 -5.12367
H -3.30759 1.54357 -7.32292
H -1.27137 0.57393 -8.38199
N 4.38130 4.31231 3.97337
C 3.15721 3.91781 4.32788
C 2.30104 3.29663 3.43383
C 2.70175 3.19682 2.11947
C 3.89526 3.75996 1.69194
C 4.70523 4.28510 2.68643
H 2.94344 4.02784 5.38544
H 1.31146 2.93317 3.67522
H 2.03282 2.67907 1.43725
H 4.20929 3.79459 0.65805
H 5.67095 4.71806 2.44484
*
```

Summary:
HOMO = -9.433 eV
SMILES = c1ccncc1.c1ccncc1.c1ccncc1.c1ccncc1.c1ccncc1.c1ccncc1.c1ccncc1.c1ccncc1.c1ccncc1.c1ccncc1



2:
This record from the Open Molecules 2025 dataset describes 10 unconnected molecules or ions with the total composition C50H50N10. The level of theory is wB97M-V/def2-TZVPD.

The geometry in ORCA input format:
```
! wB97M-V def2-TZVPD RIJCOSX def2/J DEFGRID3
* xyz 0 1
N -1.62331 -2.57253 4.57050
C -1.89757 -3.90485 4.82472
C -0.89353 -4.84969 4.94175
C 0.45324 -4.48891 4.75993
C 0.75675 -3.12269 4.50937
C -0.31986 -2.23007 4.32171
H -2.90899 -4.13958 5.12193
H -1.13407 -5.89013 5.10304
H 1.18902 -5.26757 4.89664
H 1.77611 -2.80403 4.34886
H -0.11186 -1.20541 4.05111
N -3.26195 6.58077 -0.25375
C -3.90227 5.58511 0.43976
C -3.21907 4.81061 1.34056
C -1.90906 5.07753 1.67233
C -1.28616 6.16033 1.08543
C -1.99801 6.88613 0.12142
H -4.95100 5.43113 0.23274
H -3.72863 4.04133 1.90179
H -1.32192 4.52333 2.38963
H -0.22320 6.27137 1.24093
H -1.45853 7.72462 -0.29368
N -4.72620 -5.45715 0.47981
C -4.56980 -6.61442 1.12993
C -3.32628 -6.95431 1.68031
C -2.18856 -6.13704 1.44808
C -2.35328 -4.99486 0.67082
C -3.63433 -4.69915 0.13495
H -5.50776 -7.14885 1.16167
H -3.12872 -7.77864 2.34952
H -1.22769 -6.34857 1.89350
H -1.49275 -4.36371 0.50496
H -3.79496 -3.78005 -0.40897
N 2.05219 5.19471 -1.56812
C 1.52526 4.08529 -0.97760
C 1.67013 3.76698 0.37781
C 2.39131 4.69757 1.15580
C 2.78915 5.92148 0.62370
C 2.60385 6.15508 -0.76840
H 1.11589 3.34584 -1.64993
H 1.36355 2.80923 0.77169
H 2.49100 4.45031 2.20238
H 3.16835 6.66089 1.31356
H 2.83673 7.08314 -1.26927
N -0.67519 4.64371 -3.80993
C -0.98508 4.64635 -5.10622
C -1.93094 5.53842 -5.64878
C -2.64597 6.38408 -4.77618
C -2.38138 6.32762 -3.42170
C -1.39478 5.43314 -2.95604
H -0.47633 3.93446 -5.73929
H -2.19074 5.45915 -6.69406
H -3.40402 7.07045 -5.12352
H -2.92643 6.89540 -2.68213
H -1.06099 5.24141 -1.94697
N -0.38118 0.99766 -0.55571
C -1.04460 1.92015 0.14342
C -1.66625 1.64229 1.38620
C -1.73430 0.31813 1.82043
C -1.03542 -0.66218 1.10363
C -0.36301 -0.25328 -0.06692
H -1.03655 2.92556 -0.25090
H -2.14021 2.39066 2.00403
H -2.30079 0.03953 2.69671
H -1.06092 -1.69840 1.40697
H 0.08981 -1.04880 -0.64007
N 2.32169 -2.64973 0.23352
C 3.30222 -3.37513 -0.40213
C 3.36318 -4.71829 -0.42303
C 2.43863 -5.43186 0.35615
C 1.41599 -4.75650 1.03691
C 1.42578 -3.35316 0.97373
H 3.98889 -2.72157 -0.91957
H 4.14827 -5.13108 -1.03918
H 2.45929 -6.51117 0.38847
H 0.71124 -5.29160 1.65611
H 0.67963 -2.81345 1.53795
N 3.01349 -0.57448 3.18506
C 4.02203 -0.12364 4.00518
C 4.10185 1.19375 4.47380
C 3.08720 2.09858 4.12873
C 2.01623 1.65143 3.38276
C 2.01834 0.34002 2.91697
H 4.85999 -0.72520 4.32509
H 4.96268 1.53346 5.03054
H 3.18058 3.06129 4.60921
H 1.18404 2.26359 3.06791
H 1.20002 -0.04299 2.32532
N -1.54011 -3.06599 -2.00802
C -0.40172 -3.70220 -2.36117
C -0.33496 -4.57460 -3.38514
C -1.50637 -4.90446 -4.06099
C -2.73653 -4.26319 -3.78015
C -2.64765 -3.27310 -2.80421
H 0.43539 -3.49380 -1.71138
H 0.58574 -5.04198 -3.70181
H -1.46499 -5.65004 -4.84126
H -3.60872 -4.44358 -4.39101
H -3.53232 -2.65856 -2.72610
N 4.10829 0.91363 -4.74606
C 3.50422 1.38273 -3.61049
C 2.48922 0.72572 -2.90617
C 2.22948 -0.54463 -3.28300
C 2.90804 -1.15005 -4.40446
C 3.78593 -0.34150 -5.14201
H 3.86759 2.35791 -3.32170
H 2.01425 1.22305 -2.07343
H 1.52643 -1.10384 -2.68350
H 2.76112 -2.18880 -4.66101
H 4.31850 -0.78112 -5.97237
*
```

Summary:
HOMO = -9.080 eV
SMILES = c1ccncc1.c1ccncc1.c1ccncc1.c1ccncc1.c1ccncc1.c1ccncc1.c1ccncc1.c1ccncc1.c1ccncc1.c1ccncc1



Order from most stable to least stable according to the calculation: 1, 2



1:
This record from the Open Molecules 2025 dataset describes 2 unconnected molecules or ions with the total composition C5H16N2O. The level of theory is wB97M-V/def2-TZVPD.

The geometry in ORCA input format:
```
! wB97M-V def2-TZVPD RIJCOSX def2/J DEFGRID3
* xyz 0 1
C 0.01080 0.68362 0.78013
C 0.47486 0.73612 -0.73383
C 0.20239 2.04745 -1.28091
C 1.93447 0.43484 -0.81676
N -0.48888 -0.64559 1.08386
C -1.88933 -0.98135 0.55663
N -2.13282 -1.21004 -0.90859
H 0.76912 0.98859 1.46429
H -0.78079 1.52818 0.86755
H -0.15277 -0.02533 -1.28599
H -0.85335 2.42458 -1.55885
H 0.39127 2.92245 -0.58105
H 0.77204 2.06877 -2.20968
H 2.61246 1.24394 -0.44655
H 2.32894 0.55802 -1.87494
H 2.19611 -0.67777 -0.54017
H 0.06201 -1.31822 0.48984
H -2.65749 -0.20001 0.86550
H -2.36582 -2.06790 0.95453
H -1.95185 -2.17042 -1.34882
H -1.37715 -0.59687 -1.40172
H 1.56124 -1.58819 2.88104
H 0.26681 -1.79623 2.50481
O 1.06774 -2.35864 2.53966
*
```

Summary:
HOMO = -9.036 eV
SMILES = CC(C)CNCN.O



2:
This record from the Open Molecules 2025 dataset describes 2 unconnected molecules or ions with the total composition C5H16N2O. The level of theory is wB97M-V/def2-TZVPD.

The geometry in ORCA input format:
```
! wB97M-V def2-TZVPD RIJCOSX def2/J DEFGRID3
* xyz 0 1
C -1.32801 0.26406 0.67713
N -1.10600 0.36566 -0.76418
C 0.18227 -0.20111 -1.21837
C 0.61313 -1.54134 -0.59341
C 1.76547 -1.41788 0.41407
N 3.08654 -1.11529 -0.05609
C -2.64466 0.89859 1.10677
H -0.65594 0.96190 1.20568
H -1.15326 -0.74583 1.04731
H -1.78262 -0.21191 -1.24698
H -0.01007 -0.39322 -2.28780
H 0.94251 0.57826 -1.25125
H -0.17620 -2.18848 -0.20109
H 0.96690 -2.14467 -1.45161
H 1.48120 -0.63818 1.14765
H 1.72433 -2.29553 1.06977
H 3.57384 -1.93008 -0.35654
H 3.11542 -0.31961 -0.66732
H -2.57518 1.39133 2.07784
H -3.06523 1.43590 0.25649
H -3.44630 0.17323 1.32928
H 0.11238 2.73662 0.56972
H -0.17308 3.07239 -0.71287
O 0.55256 3.26516 -0.09421
*
```

Summary:
HOMO = -9.037 eV
SMILES = CCNCCCN.O



Order from most stable to least stable according to the calculation: 2, 1